Formula: C56H102F3N6O34P2
Source: OMol25
Level of theory: wB97M-V/def2-TZVPD

The geometry in XYZ format:
```
203
Properties=species:S:1:pos:R:3:forces:R:3
P -3.786023 -5.575342 2.426397 0.5 0.0 0.3
P -6.480851 2.639217 -2.224303 -0.2 -0.6 0.0
F 2.290752 -0.854708 -1.785778 -0.1 -0.2 0.0
F 0.899299 0.705115 -2.407609 0.1 -0.1 -0.2
F 2.983652 1.166395 -2.022310 0.1 0.1 -0.2
O -1.016498 -2.385741 5.767065 0.0 -0.2 0.1
O -5.187009 -6.029163 2.469682 0.0 -0.4 0.0
O 6.489772 -0.484399 3.240191 0.1 0.0 -0.2
O 2.552962 0.493424 0.740888 0.6 -0.1 -0.7
O 2.911360 -1.657907 -5.321914 -0.4 0.1 0.0
O 3.932086 5.316276 2.181381 -0.3 -0.1 0.0
O 5.079480 -1.167827 -5.508603 -0.2 0.1 0.1
O -0.259599 4.973750 5.893592 0.1 0.1 0.1
O 3.680180 0.408778 -4.852113 -0.3 0.5 0.0
O 0.130991 -0.765679 4.749020 -0.4 0.4 -0.4
O 5.899034 5.520719 3.303389 -0.5 0.3 0.4
O 5.847252 4.810276 1.202844 -0.3 -0.1 0.1
O -4.958564 -0.209526 4.936221 0.0 -0.1 0.1
O 0.394680 0.081765 0.223239 -0.1 -0.2 -0.6
O -3.787536 1.204126 3.674374 -0.4 0.2 -0.1
O 5.132411 -3.041334 -1.166611 -0.6 0.1 -0.3
O -0.788130 -4.623918 -2.221511 0.1 -0.1 -0.3
O 6.021574 0.499166 5.183326 0.3 0.2 -0.3
O 0.209455 3.504835 7.534542 0.1 0.0 0.6
O 1.354719 -5.125732 -2.501709 0.0 -0.1 -0.3
O -5.869122 0.614298 3.056414 -0.3 0.1 -0.3
O 6.160712 -2.752047 -3.143724 0.1 0.0 -0.2
O 6.088081 -1.097176 -1.624875 -0.1 0.4 -0.4
O -0.157346 -6.779868 -2.317447 0.0 -0.1 -0.1
O 2.631984 7.286637 -1.851486 0.1 0.1 0.2
O -3.398258 -1.112000 -4.991909 -0.2 -0.1 0.0
O 7.723197 -0.970656 5.052732 0.2 -0.2 0.2
O 2.044247 6.198312 -3.729324 -0.5 -0.1 0.3
O -6.685304 3.827597 -1.375835 0.3 0.1 0.2
O -1.727477 0.098512 -5.880660 -0.2 -0.2 -0.4
O 1.510946 5.343838 -1.750581 -0.1 -0.1 0.3
O 0.600787 -2.876684 4.261943 0.2 0.1 0.5
O -1.433785 -2.075848 -5.518456 -0.1 -0.1 -0.1
O 1.224523 3.354473 5.543533 0.3 0.3 0.1
N -7.288916 1.287743 -1.684934 0.1 0.2 -0.5
N -7.029096 2.790205 -3.795283 0.3 -0.3 -0.4
N -4.881026 2.213807 -2.358751 0.1 0.8 -0.3
N -3.521989 -3.965933 2.112156 0.0 0.4 -0.1
N -2.903481 -6.334306 1.233898 -0.3 0.6 -0.7
N -3.001629 -5.806858 3.876343 -0.5 0.0 0.1
C 4.969576 0.914627 4.283488 -0.4 -0.9 0.5
C 3.545259 4.644897 0.948212 -0.3 -0.2 1.0
C 0.992876 -0.655069 3.618152 1.5 -0.2 0.2
C 1.613511 0.789347 -0.139277 0.4 -0.1 2.4
C 0.100895 -5.619594 -2.373396 0.2 0.3 0.6
C -2.869796 0.758348 4.646359 1.7 -0.8 0.9
C 5.350596 -0.825282 -0.438543 -0.4 -0.8 0.9
C 4.863360 4.380232 0.228179 0.7 0.5 0.2
C 5.947452 -0.096844 -5.089475 0.3 -0.9 0.5
C 0.401004 3.919594 6.444958 -0.4 -0.2 -0.7
C 5.462458 0.442840 2.912079 -0.7 0.3 0.7
C -1.751935 -5.167591 4.295672 -1.0 0.3 -1.0
C 4.679532 -2.185533 -0.103120 0.4 0.6 0.2
C 2.754029 4.087797 -4.506898 0.5 -0.7 0.4
C -3.859898 2.991457 -1.684582 -0.2 0.3 0.2
C -4.442929 0.973887 -2.958547 -0.2 -0.7 0.5
C -3.802087 -2.969787 3.145120 -0.3 -0.5 0.2
C 0.515418 0.869717 -6.041569 -0.2 0.5 -0.9
C 5.256853 5.252197 2.337808 1.0 -0.3 -0.6
C -4.962914 0.546357 3.816267 0.3 -0.2 0.4
C 1.197745 4.083621 4.286830 -0.7 -0.6 0.6
C -2.301649 -1.041849 -5.439152 0.4 0.1 0.2
C 5.179341 2.940011 -0.085945 -0.2 0.0 -0.6
C -3.690230 -0.117561 5.614194 -0.1 0.8 -1.0
C -3.157741 -7.715720 0.922763 -0.4 -0.7 0.3
C 1.941755 0.417778 -1.584728 -0.2 0.5 0.1
C -3.432573 -6.898177 4.718500 0.1 -0.3 0.7
C 1.056783 3.040672 3.212420 0.2 0.1 -0.8
C 1.326327 -3.700194 -2.577595 -0.8 0.4 -0.2
C -0.456754 -0.191873 -6.491225 0.2 -0.4 0.6
C 1.420825 -2.114252 3.350553 -0.6 0.4 -0.6
C -0.176436 -3.359387 -2.592447 -0.6 -0.5 0.1
C -6.206923 3.634272 -4.674356 -0.3 0.1 0.9
C 1.096430 -2.585583 1.964959 -0.1 0.0 -0.7
C 3.810468 -0.882653 -5.219914 0.5 -0.1 -0.3
C 5.077999 -2.819769 1.207676 -0.5 -0.1 0.0
C 6.825189 -0.381535 4.554770 -0.1 0.5 -0.3
C -0.723306 0.877467 0.486584 -0.8 -0.3 0.4
C -1.800708 0.035344 1.164475 0.4 -0.7 -0.7
C -3.832574 -3.491001 0.763091 0.4 0.3 -0.1
C 1.558163 4.867606 -4.013480 0.6 0.2 -0.8
C 5.802659 -2.337334 -2.088589 0.2 -0.1 0.5
C 4.598265 2.362099 4.469778 -0.5 0.1 0.1
C -0.173349 -1.635120 -6.015032 0.2 0.9 -0.5
C -8.457667 3.045679 -3.967323 0.2 0.1 0.4
C -2.100973 1.868774 5.328731 -0.5 0.4 0.0
C -0.169857 -2.060031 4.995280 0.2 0.4 -0.2
C 2.111176 6.366392 -2.390930 -0.1 0.0 -0.4
C -0.027026 4.984402 4.500747 0.3 0.2 -1.3
C -0.678399 -2.302860 -1.642807 0.6 -0.3 0.2
C 4.960736 1.009395 -4.662585 0.9 -0.4 0.0
C -7.135357 0.966151 -0.277468 0.1 0.2 0.4
C -7.712499 0.184483 -2.547998 0.1 0.1 0.8
C -1.558402 -5.893614 0.927984 0.3 0.1 0.6
C 6.928596 0.155671 -6.195698 0.2 0.8 -0.1
C 0.973535 4.395350 -2.680615 0.7 0.2 -0.4
H 0.119204 -2.213356 -6.888207 0.0 -0.4 0.3
H -4.337910 -4.256388 0.177669 0.0 0.0 -0.1
H -1.342268 -0.393918 2.057940 -0.4 0.3 0.3
H -4.439018 0.150945 -2.224849 0.3 0.1 0.0
H -3.807864 0.416007 6.555667 -0.2 -0.4 0.2
H 5.799787 1.290309 2.317985 0.5 -0.2 -0.1
H -6.840969 1.846543 0.293447 -0.1 0.1 -0.1
H 1.242093 -3.656924 1.813696 0.3 0.0 0.2
H -7.407925 -0.754321 -2.076166 0.1 0.0 -0.1
H -2.985732 3.184532 -2.317756 0.0 -0.3 -0.1
H -2.843786 -7.962252 -0.092806 0.1 0.2 0.0
H -4.488441 -7.146799 4.641533 0.0 0.2 -0.5
H 4.648767 -0.060991 2.391146 0.1 0.1 -0.2
H -0.111765 4.411320 -2.652380 0.0 -0.1 0.1
H -5.095979 0.591599 -3.740645 0.0 0.5 -0.2
H -0.260414 -1.340064 -1.921708 -0.2 0.1 0.0
H 2.119242 4.659831 4.201090 0.0 -0.1 0.0
H 4.583463 -0.064771 -0.565436 0.2 0.1 -0.2
H -1.106902 1.319576 -0.436936 0.0 0.3 0.1
H 6.007977 -0.551879 0.387704 0.3 0.2 -0.3
H -6.347566 0.227418 -0.077385 -0.2 -0.2 -0.2
H 5.076936 1.246064 -3.606936 -0.1 0.0 0.0
H 3.073975 3.707674 1.257703 0.0 -0.1 -0.2
H -3.287986 -6.629717 5.772640 0.1 0.0 -0.1
H 2.494013 3.055329 -4.744812 -0.2 0.0 -0.1
H -0.554661 -0.220061 -7.578754 -0.3 0.4 0.0
H 1.889078 -0.099955 3.906434 -0.2 0.1 0.2
H 1.830089 -3.267095 -1.716393 0.2 -0.1 0.0
H 0.608273 -1.658086 -5.259501 -0.2 -0.2 0.2
H -7.240830 0.245798 -3.522442 -0.2 0.0 -0.2
H 2.793604 5.273179 0.481871 0.3 0.1 -0.4
H 3.222415 4.545924 -5.376052 -0.2 0.1 -0.1
H 6.434996 0.661855 -7.028695 0.1 -0.1 -0.1
H 3.602206 -2.020044 -0.141259 0.0 -0.4 -0.2
H -8.804244 0.166536 -2.612442 0.0 -0.1 -0.3
H 0.576698 0.930918 -4.959536 0.2 -0.1 0.1
H 6.216855 2.852448 -0.408513 0.0 0.1 0.1
H 3.810980 2.428038 5.223362 0.2 0.1 0.2
H -0.534854 -3.167597 -3.604436 0.1 0.1 0.0
H -2.103187 -0.845013 0.585397 0.1 0.2 -0.3
H 0.041889 -2.399098 1.738963 0.0 0.1 0.1
H -1.412943 -4.554788 3.459938 0.3 0.0 0.1
H 7.403351 -0.762169 -6.532134 -0.2 -0.2 0.0
H -4.858208 -2.680190 3.128482 0.1 0.2 -0.1
H 1.747885 -3.363336 -3.522533 0.5 -0.1 0.2
H 0.623309 -0.123049 2.741148 -0.6 -0.3 0.2
H -8.087283 0.632024 0.139475 0.1 -0.2 0.0
H -2.649239 -8.407527 1.613835 0.1 0.1 -0.1
H -9.043372 2.237010 -3.532964 0.0 0.0 -0.1
H -8.662902 3.124562 -5.033693 -0.1 0.0 0.0
H 5.432354 2.994644 4.766084 0.1 -0.1 -0.2
H 1.401930 3.428153 -2.443684 -0.4 -0.3 0.2
H 4.549575 -3.772729 1.284441 0.2 -0.1 0.1
H -1.331852 1.481515 5.996909 -0.1 -0.3 0.0
H 3.529489 4.026581 -3.734340 -0.1 0.1 0.1
H -1.588797 2.468939 4.577583 -0.1 0.2 0.0
H -0.507399 1.631944 1.259222 0.3 0.4 -0.5
H -2.915045 -3.176789 0.250502 0.0 -0.2 -0.1
H -2.781525 2.487233 5.920357 0.1 0.2 -0.1
H -2.087304 0.143867 4.189760 -0.4 -0.1 -0.4
H 2.483657 -2.179484 3.583333 -0.1 -0.6 0.2
H -2.692174 0.633831 1.338274 0.0 0.0 0.4
H 1.486333 0.741410 -6.519486 0.1 -0.3 0.3
H -5.153010 3.425400 -4.506964 0.0 -0.2 -0.2
H -2.006165 -4.468682 5.090691 0.6 -0.3 0.5
H 1.378413 1.881288 -0.116544 -0.3 0.0 -0.6
H -4.222959 -7.935992 1.006140 0.0 0.2 0.0
H -0.992680 -5.914153 4.525146 0.1 0.1 0.3
H 4.137086 0.272327 4.595346 -0.2 0.2 -0.3
H -6.367308 4.683853 -4.393806 0.0 0.1 -0.4
H -8.762507 3.965535 -3.451627 0.0 0.1 -0.2
H 5.142981 1.907138 -5.255795 -0.6 0.0 -0.1
H 0.847536 4.921320 -4.837557 -0.3 0.2 0.3
H -3.556714 2.493211 -0.758669 0.3 0.0 0.0
H 4.558607 2.553840 -0.895247 -0.1 0.1 0.1
H 4.736347 -2.206120 2.041118 0.1 0.1 0.0
H 1.910674 2.365668 3.228953 0.0 -0.1 -0.1
H -0.311225 -2.534032 -0.639655 -0.1 0.1 0.0
H 6.149897 -2.989506 1.282523 0.0 0.1 0.0
H -3.168643 -2.087615 3.019896 0.0 0.0 -0.1
H 1.018869 3.478420 2.209974 0.1 0.2 0.1
H -3.619447 -3.409532 4.124695 0.1 0.1 0.0
H -4.451570 -2.590372 0.788212 -0.2 -0.2 0.2
H 0.164693 5.972482 4.078403 0.0 0.2 0.6
H -1.765761 -2.283538 -1.620561 0.0 0.1 -0.2
H 7.745805 0.788773 -5.839921 -0.1 0.1 0.0
H 4.133120 2.761589 3.565035 0.2 0.0 -0.2
H 6.486171 -0.478869 -4.220127 -0.1 0.0 0.0
H -3.441429 1.097383 -3.366439 0.0 -0.1 -0.1
H -4.257568 3.970181 -1.415991 -0.1 -0.1 0.1
H 0.143912 1.820107 -6.442186 0.0 0.0 0.3
H 0.149572 2.441149 3.284302 0.0 0.1 0.4
H -0.837333 -6.311354 1.648063 0.1 -0.1 -0.2
H -0.901733 4.627572 3.948654 -0.1 -0.3 0.3
H -3.253608 -1.106570 5.698673 -0.1 0.0 0.4
H 5.026557 5.051600 -0.616949 -0.3 -0.2 -0.2
H -6.492444 3.434767 -5.704207 0.1 0.2 -0.1
H -1.272678 -6.189830 -0.078330 -0.1 -0.1 0.0
H -1.491414 -4.809364 1.012703 0.0 0.0 -0.1
H -2.848547 -7.809525 4.528843 0.0 0.0 0.1
H 5.009702 2.303486 0.776259 -0.1 0.0 0.1
H 1.675374 -2.012121 1.236409 0.0 0.0 0.0
```
Positions in Å, forces in eV/Å.

As for the LUMO energy: 1.40 eV. Its total energy is -165022.217 eV. Its charge is -1. The value obtained for the maximum force is 2.470 eV/Å. The calculation puts the HOMO-LUMO gap at 7.899 eV.